{
  "formula": "C35H73N7O15",
  "method": "ωB97M-V with the def2-TZVPD basis set",
  "elements": ["C", "O", "C", "C", "O", "C", "H", "H", "H", "H", "H", "H", "H", "H", "H", "H", "C", "O", "C", "C", "O", "C", "H", "H", "H", "H", "H", "H", "H", "H", "H", "H", "C", "O", "N", "C", "C", "H", "H", "H", "H", "H", "H", "H", "C", "O", "N", "C", "C", "H", "H", "H", "H", "H", "H", "H", "C", "O", "N", "C", "C", "H", "H", "H", "H", "H", "H", "H", "C", "O", "N", "C", "C", "H", "H", "H", "H", "H", "H", "H", "C", "O", "N", "C", "C", "H", "H", "H", "H", "H", "H", "H", "C", "O", "N", "C", "C", "H", "H", "H", "H", "H", "H", "H", "C", "O", "N", "C", "C", "H", "H", "H", "H", "H", "H", "H", "C", "C", "C", "O", "C", "C", "C", "O", "O", "O", "H", "H", "H", "H"],
  "positions_angstrom": [[-0.632, 10.092, 1.807], [-0.527, 8.693, 2.015], [0.144, 8.038, 0.962], [0.180, 6.555, 1.299], [0.281, 5.839, 0.104], [0.190, 4.458, 0.320], [0.235, 10.508, 1.281], [-0.731, 10.581, 2.772], [-1.503, 10.309, 1.174], [1.148, 8.462, 0.831], [-0.394, 8.174, 0.017], [-0.790, 6.299, 1.750], [0.955, 6.295, 2.029], [-0.659, 4.200, 0.973], [1.080, 4.048, 0.830], [0.088, 3.953, -0.636], [0.064, 0.056, 2.106], [-0.146, -0.448, 0.837], [0.922, -0.137, -0.034], [0.542, -0.287, -1.481], [-0.473, 0.576, -1.931], [-1.815, 0.212, -1.684], [0.150, 1.140, 2.162], [0.937, -0.408, 2.595], [-0.788, -0.200, 2.745], [1.783, -0.769, 0.230], [1.200, 0.912, 0.136], [0.255, -1.333, -1.685], [1.415, -0.068, -2.102], [-2.029, 0.096, -0.622], [-2.118, -0.684, -2.238], [-2.410, 1.051, -2.045], [1.178, -2.590, 5.785], [0.554, -2.109, 6.709], [0.678, -2.961, 4.596], [-0.729, -2.846, 4.320], [1.524, -3.274, 3.484], [2.280, -2.664, 5.855], [-0.874, -1.976, 3.670], [-1.311, -2.731, 5.227], [-1.073, -3.734, 3.785], [1.257, -4.238, 3.034], [1.364, -2.575, 2.649], [2.573, -3.226, 3.762], [-5.533, -0.589, -0.116], [-4.762, -1.118, -0.890], [-6.754, -1.054, 0.226], [-7.598, -0.321, 1.118], [-7.215, -2.359, -0.205], [-5.285, 0.327, 0.447], [-7.155, 0.619, 1.433], [-7.810, -0.911, 2.023], [-8.590, -0.135, 0.693], [-6.382, -2.860, -0.690], [-7.598, -2.909, 0.651], [-7.972, -2.247, -0.987], [0.001, -5.563, -3.904], [1.110, -5.140, -3.620], [-1.116, -4.793, -3.949], [-2.400, -5.387, -4.184], [-1.066, -3.484, -3.340], [-0.157, -6.582, -4.273], [-3.056, -5.307, -3.312], [-2.285, -6.464, -4.327], [-2.919, -4.981, -5.053], [-0.816, -2.747, -4.110], [-2.004, -3.142, -2.903], [-0.343, -3.462, -2.527], [0.274, 3.966, 4.338], [-0.911, 3.815, 4.580], [1.274, 3.307, 4.975], [2.629, 3.803, 4.874], [1.013, 2.374, 6.028], [0.639, 4.554, 3.485], [3.363, 3.022, 4.626], [2.959, 4.116, 5.874], [2.733, 4.548, 4.093], [0.014, 1.963, 5.939], [1.740, 1.553, 5.974], [1.193, 2.808, 7.020], [-0.788, -0.580, -6.757], [-0.732, -1.170, -7.810], [-0.394, 0.698, -6.548], [-0.234, 1.193, -5.206], [0.328, 1.437, -7.597], [-1.207, -1.039, -5.843], [0.815, 1.205, -4.882], [-0.827, 0.640, -4.482], [-0.540, 2.243, -5.140], [0.166, 0.922, -8.540], [-0.131, 2.421, -7.696], [1.389, 1.490, -7.357], [-1.444, -5.461, -0.679], [-1.673, -6.587, -1.045], [-2.357, -4.533, -0.332], [-1.965, -3.161, -0.071], [-3.768, -4.800, -0.290], [-0.406, -5.086, -0.615], [-2.089, -2.946, 0.995], [-2.606, -2.471, -0.625], [-0.952, -2.886, -0.355], [-4.286, -4.450, -1.190], [-3.948, -5.867, -0.183], [-4.197, -4.264, 0.559], [4.275, 2.741, 1.399], [3.117, 2.594, 1.768], [4.720, 2.672, 0.122], [6.130, 2.616, -0.180], [3.869, 2.245, -0.955], [5.117, 2.996, 2.063], [6.741, 3.134, 0.558], [6.324, 3.109, -1.135], [6.479, 1.583, -0.265], [2.811, 2.372, -0.758], [4.073, 2.772, -1.890], [4.130, 1.195, -1.117], [3.915, -1.790, -1.476], [3.086, -2.827, -1.660], [2.827, -3.886, -0.615], [2.090, -4.812, -0.829], [3.443, -3.637, 0.694], [4.213, -2.565, 0.900], [4.514, -1.553, -0.178], [5.203, -0.595, 0.117], [4.799, -2.307, 2.074], [2.415, -2.939, -2.789], [4.047, -1.035, -2.239], [3.325, -4.390, 1.463], [5.174, -1.409, 2.001], [1.821, -3.738, -2.782]],
  "atomic_forces_ev_per_a": [[-0.18, -0.21, -0.43], [0.32, 0.39, 0.16], [-0.02, -0.06, 0.08], [-0.88, 0.32, 0.06], [0.40, -0.12, -0.43], [0.27, -0.66, 0.52], [0.14, -0.14, 0.18], [-0.09, -0.02, 0.04], [0.00, 0.05, 0.17], [0.03, -0.07, 0.02], [-0.03, -0.11, -0.01], [0.08, 0.14, 0.25], [0.21, 0.06, -0.14], [-0.10, 0.12, -0.24], [-0.02, 0.20, -0.15], [-0.08, 0.06, -0.10], [-0.11, -0.20, 1.64], [-0.40, -0.32, -0.92], [0.07, 0.73, 0.44], [-0.42, -0.84, -0.28], [0.29, 0.45, 0.01], [-0.21, 0.29, 0.10], [0.26, 0.23, -0.32], [0.08, 0.27, -0.18], [-0.04, 0.00, -0.33], [0.08, 0.05, -0.24], [0.17, -0.04, 0.03], [0.05, 0.06, -0.01], [0.08, -0.05, 0.10], [0.06, -0.20, -0.02], [0.12, -0.07, 0.08], [-0.05, -0.10, -0.06], [0.60, 0.89, 0.49], [-0.33, -0.28, 0.03], [-0.07, -0.29, 0.14], [-0.20, 0.14, -0.49], [-0.18, -0.04, -0.93], [-0.08, -0.29, -0.22], [-0.28, -0.16, 0.11], [0.14, 0.08, 0.17], [0.01, -0.03, 0.00], [0.24, -0.16, 0.36], [0.08, 0.18, 0.27], [0.05, -0.17, 0.05], [-0.07, -0.04, 0.36], [0.13, -0.14, -0.13], [0.30, -0.07, -0.08], [-0.85, -0.27, 0.78], [0.18, 0.50, -0.72], [0.03, 0.11, -0.23], [0.11, 0.06, -0.15], [0.23, 0.07, -0.04], [0.19, 0.18, -0.25], [0.12, -0.20, 0.23], [-0.04, -0.15, -0.04], [-0.24, -0.10, 0.26], [-0.20, 0.69, -0.73], [-0.05, -0.09, 0.32], [0.20, -0.48, 0.90], [-0.69, -0.78, 0.09], [0.07, 0.81, -0.42], [-0.03, -0.12, 0.17], [0.12, 0.22, 0.02], [0.10, 0.09, -0.17], [0.14, 0.17, -0.03], [0.29, 0.11, 0.26], [-0.27, -0.54, -0.17], [0.24, 0.00, -0.18], [-0.46, -0.91, 0.08], [0.27, 0.17, -0.17], [0.33, 0.66, -0.54], [0.69, -0.88, 0.41], [0.51, -0.54, 0.47], [0.04, 0.32, 0.14], [-0.47, -0.20, -0.21], [-0.11, 0.65, -0.26], [-0.15, 0.33, 0.21], [-0.11, 0.15, 0.11], [-0.15, 0.00, -0.24], [-0.39, 0.16, -0.05], [-0.05, 0.15, 0.17], [-0.03, -0.23, -0.34], [0.56, 0.21, -0.24], [0.15, 0.79, 0.36], [-0.97, -0.47, 0.20], [0.01, 0.02, 0.00], [-0.05, -0.33, -0.06], [0.04, -0.17, -0.07], [-0.20, -0.12, -0.12], [0.19, -0.13, 0.04], [0.31, 0.13, 0.15], [0.04, 0.15, -0.06], [0.56, 0.53, -0.04], [-0.44, -0.86, -0.20], [0.50, 0.51, -0.20], [-0.37, 0.43, 0.39], [-0.37, -0.15, 0.01], [-0.06, 0.09, 0.03], [0.05, 0.16, -0.04], [-0.18, -0.07, 0.06], [0.17, -0.56, 0.05], [0.08, 0.05, -0.04], [0.09, 0.00, 0.01], [-0.04, -0.08, 0.02], [-0.21, 0.11, -0.47], [0.59, 0.05, -0.13], [-0.21, 0.49, 0.36], [0.52, 0.03, -0.17], [0.02, -0.64, -0.52], [-0.18, -0.06, 0.33], [-0.21, -0.04, 0.19], [-0.11, 0.02, 0.01], [-0.05, 0.00, 0.02], [-0.02, -0.06, 0.43], [0.25, 0.22, 0.18], [-0.49, -0.09, -0.26], [0.44, 0.61, 0.62], [-0.51, -0.16, -0.94], [0.53, 0.93, 1.22], [-0.38, -0.33, -0.42], [0.24, -0.47, -0.12], [0.22, 0.10, 0.33], [-0.53, -0.50, -0.54], [0.20, 0.21, 0.22], [-0.26, 0.06, -0.11], [-0.22, -0.30, 0.29], [0.03, -0.07, -0.09], [-0.16, 0.05, 0.00], [0.16, -0.08, -0.10], [0.29, -0.14, -0.40]],
  "mulliken_charge": [-0.72, -0.30, -0.55, -0.09, -0.42, -0.38, 0.31, 0.24, 0.27, 0.31, 0.32, 0.32, 0.06, 0.37, 0.06, 0.25, -0.97, 0.26, 0.30, 0.61, -0.51, -0.82, 0.18, 0.27, 0.19, -0.35, 0.25, -0.63, 0.28, 0.36, 0.16, 0.44, 0.16, -0.59, 0.21, -0.77, -0.68, 0.30, 0.12, 0.35, 0.32, 0.30, 0.16, 0.21, 0.21, -0.66, 0.14, -0.85, -0.77, 0.26, 0.28, 0.33, 0.31, 0.08, 0.34, 0.32, 0.01, -0.64, 0.33, -0.76, -0.74, 0.36, 0.16, 0.32, 0.31, 0.28, 0.44, -0.25, 0.66, -0.64, 0.25, -0.89, -1.09, -0.14, 0.23, 0.34, 0.26, 0.32, 0.35, 0.33, 0.30, -0.63, 0.10, -0.60, -1.01, 0.22, 0.31, -0.05, 0.32, 0.34, 0.32, 0.33, 0.00, -0.63, 0.35, -0.51, -1.12, 0.50, 0.49, 0.13, -0.22, 0.28, 0.36, 0.39, 0.03, -0.50, 0.29, -0.93, -0.50, 0.24, 0.34, 0.30, 0.31, -0.10, 0.39, 0.11, -0.41, 0.32, 0.62, -0.55, -1.10, 0.36, 1.04, -0.65, -0.61, -0.61, 0.48, 0.61, 0.33, 0.32],
  "gap_ev": 7.499,
  "smiles": "O=C1C=C(O)C(=O)C=C1O.CN(C)C=O.CN(C)C=O.CN(C)C=O.CN(C)C=O.CN(C)C=O.CN(C)C=O.CN(C)C=O.COCCOC.COCCOC",
  "lumo_ev": -1.5,
  "charge": 0,
  "total_energy_ha": -2889.2193
}